# C4H11NS

C4H11NS in the gas phase in a non-equilibrium geometry (the ωB97M-V functional and the def2-TZVPD basis, the OMol25 dataset).

Last column: Löwdin charge in e.
CARTESIAN COORDINATES (ANGSTROEM)
C 2.6909 -0.1883 -0.2585  -0.107
C -2.4232 1.1289 -0.1190  -0.252
C 1.2655 -0.7329 -0.4989  -0.326
C 0.1873 0.2339 -0.0294  -0.392
N -1.4688 -1.2499 1.2267  -0.428
S -1.4665 -0.6340 -0.1548  0.838
H 2.7693 0.8643 -0.6796  0.095
H 2.8187 0.0643 0.7246  0.025
H 3.4826 -0.9039 -0.5518  0.082
H -2.3536 1.5510 -1.1379  0.027
H -2.1959 1.8007 0.7047  0.031
H -3.5247 0.9663 -0.0112  0.030
H 1.0382 -1.6621 0.1928  0.133
H 1.1017 -0.9947 -1.4962  0.068
H 0.0964 1.2171 -0.5519  0.090
H 0.2400 0.3391 1.1102  0.107
H -2.2579 -1.7997 1.5301  -0.021

Its total energy is -16649.058 eV. The calculation puts the relative energy (zero: lowest compared OMol25 entry of this formula, charge and spin) at 2.735 eV. The gap between HOMO and LUMO comes out at 9.00 eV.